Entry from OMol25: a structure of composition C16H26EuN6O6S at a distorted geometry (the ωB97M-V functional and the def2-TZVPD basis).

Positions of all 56 atoms, in Å:
O -1.11265 -0.19151 -4.33986
H -0.62184 0.02413 -5.14448
Eu -0.86415 0.43835 -1.09295
N -0.34963 2.38110 0.31346
N 0.87515 2.01173 -1.74118
N -1.95794 -0.98297 0.53776
N -1.29234 -1.86859 -1.80349
O -1.20408 2.46245 1.30672
O -2.21304 -0.55981 1.86058
O -0.82058 -2.40085 -3.00553
O 1.62012 1.22163 -2.46564
C 1.44885 3.00240 -0.97464
C 0.71554 3.23495 0.21733
C -2.21156 -2.28030 0.32553
C -1.77762 -2.78389 -0.96217
C 1.07217 4.23227 1.25961
H 1.41987 3.72859 2.17341
H 0.20925 4.86194 1.51491
H 1.88201 4.88303 0.91455
C 2.71703 3.66156 -1.36947
H 2.69699 3.95113 -2.42781
H 3.56224 2.97341 -1.23334
H 2.90858 4.55994 -0.77622
C -2.81331 -3.18838 1.33760
C -1.83263 -4.22255 -1.33988
H -3.35839 -2.60832 2.08434
H -2.03350 -3.77227 1.84585
H -3.49612 -3.90145 0.85836
H -1.13316 -4.40060 -2.16425
H -2.84091 -4.50067 -1.68146
H -1.56986 -4.84382 -0.47688
H -1.92857 0.38280 1.90964
H -0.83114 -1.60330 -3.61933
C -1.66428 1.02199 -3.75179
H -0.86147 1.68941 -3.35761
H -2.39211 0.71574 -2.97392
H -2.22509 1.58595 -4.52210
O -3.00736 2.00217 -0.59946
H -3.87440 1.60919 -0.39756
H -2.68678 2.46918 0.21798
N 2.14191 -1.42690 -1.41441
C 2.07649 -1.34241 -0.06613
N 1.27818 -0.52115 0.59699
C 1.49937 -0.60096 1.97496
C 0.89402 0.18061 2.96237
C 1.27193 0.00519 4.29417
C 2.25221 -0.93850 4.64752
C 2.86439 -1.72883 3.66291
C 2.47926 -1.55577 2.33830
S 3.09868 -2.39736 0.92382
H 2.75836 -2.15811 -1.75169
H 2.09222 -0.53318 -1.93494
H 0.16489 0.92489 2.64737
H 0.80075 0.61247 5.06465
H 2.54035 -1.05278 5.69449
H 3.63368 -2.46290 3.90300

Computed properties:
**Spin multiplicity**: 8
**Gap between HOMO and LUMO (spin up / spin down)**: 0.1930 / 0.1949 Eh
**Expectation value of S²**: 16.132

Electronic structure analysis, Mulliken charges in units of e: atom 1 (O): -0.54, atom 2 (H): 0.28, atom 3 (Eu): 0.96, atom 4 (N): 0.49, atom 5 (N): 0.26, atom 6 (N): 0.29, atom 7 (N): 0.13, atom 8 (O): -0.99, atom 9 (O): -0.56, atom 10 (O): -0.53, atom 11 (O): -0.84, atom 12 (C): 0.15, atom 13 (C): 0.44, atom 14 (C): 0.45, atom 15 (C): 0.37, atom 16 (C): -1.34, atom 17 (H): 0.21, atom 18 (H): 0.29, atom 19 (H): 0.37, atom 20 (C): -1.39, atom 21 (H): 0.30, atom 22 (H): 0.24, atom 23 (H): 0.41, atom 24 (C): -1.62, atom 25 (C): -1.51, atom 26 (H): 0.44, atom 27 (H): 0.32, atom 28 (H): 0.41, atom 29 (H): 0.42, atom 30 (H): 0.30, atom 31 (H): 0.38, atom 32 (H): 0.37, atom 33 (H): 0.52, atom 34 (C): -0.41, atom 35 (H): 0.26, atom 36 (H): 0.21, atom 37 (H): 0.39, atom 38 (O): -0.61, atom 39 (H): 0.30, atom 40 (H): 0.34, atom 41 (N): -0.17, atom 42 (C): 0.08, atom 43 (N): 0.23, atom 44 (C): -0.51, atom 45 (C): 0.14, atom 46 (C): -1.04, atom 47 (C): -0.47, atom 48 (C): -0.41, atom 49 (C): 0.56, atom 50 (S): -0.33, atom 51 (H): 0.23, atom 52 (H): 0.21, atom 53 (H): 0.40, atom 54 (H): 0.41, atom 55 (H): 0.36, atom 56 (H): 0.37

Entry from OMol25: a structure of composition C23H20IrN5O4 at a distorted geometry (the ωB97M-V functional and the def2-TZVPD basis).

Positions of all 53 atoms, in Å:
Ir -0.14307 -0.17012 0.24580
C 0.11997 3.18754 0.86726
C 0.88412 2.40505 1.88468
C 1.70735 3.07449 2.78937
C 2.33852 2.36373 3.78769
C 2.16646 0.98796 3.84774
C 1.39795 0.36112 2.88506
N 0.75674 1.07134 1.93593
C 1.25063 -1.09941 2.81585
C 1.88738 -1.97585 3.68258
C 1.73503 -3.33911 3.49298
C 0.94347 -3.79555 2.45177
C 0.32247 -2.87200 1.62436
N 0.48358 -1.55695 1.81866
C -0.49427 -3.24593 0.46284
C -0.81390 -4.55633 0.15919
C -1.48993 -4.83138 -1.02070
C -1.86016 -3.78621 -1.84178
C -1.58177 -2.47758 -1.45376
C -2.05651 -1.32875 -2.28126
N -0.90112 -2.23190 -0.32383
H -0.00657 4.21323 1.20479
H -0.85816 2.73738 0.71262
H 0.66278 3.21306 -0.07981
H 1.82931 4.14425 2.70238
H 2.95398 2.86871 4.51929
H 2.63833 0.42379 4.63600
H 2.51248 -1.61233 4.48189
H 2.24376 -4.03997 4.14002
H 0.83584 -4.85465 2.28190
H -0.54449 -5.35931 0.82671
H -1.72254 -5.85269 -1.28952
H -2.37123 -3.96477 -2.77626
H -2.73966 -1.67319 -3.05317
H -1.21583 -0.83630 -2.77277
H -2.57434 -0.60734 -1.64959
C -3.04280 2.12621 -1.05670
C -1.71333 2.03145 -1.70711
N -0.70855 1.26109 -1.32128
C 0.33807 1.47505 -2.18331
C -0.04322 2.39815 -3.11839
N -1.32977 2.72753 -2.78765
C 0.58314 3.03361 -4.33157
O 1.79631 2.68870 -4.64108
O -0.09749 3.81867 -4.93702
C 1.60461 0.73085 -1.96342
O 2.54428 0.86476 -2.71931
O 1.59605 -0.03887 -0.92164
H -3.08260 1.47517 -0.18551
H -3.83753 1.84211 -1.74793
H -3.24699 3.15035 -0.74130
H -1.87325 3.40472 -3.31164
H 2.21648 2.02639 -4.04006

Computed properties:
**Charge**: +2
**Gap between HOMO and LUMO**: 0.2452 Eh

Electronic structure analysis, natural (NBO) charges in units of e: atom 1 (Ir): 1.36, atom 2 (C): -0.65, atom 3 (C): 0.28, atom 4 (C): -0.21, atom 5 (C): -0.09, atom 6 (C): -0.19, atom 7 (C): 0.17, atom 8 (N): -0.48, atom 9 (C): 0.20, atom 10 (C): -0.19, atom 11 (C): -0.09, atom 12 (C): -0.21, atom 13 (C): 0.28, atom 14 (N): -0.47, atom 15 (C): 0.15, atom 16 (C): -0.20, atom 17 (C): -0.09, atom 18 (C): -0.21, atom 19 (C): 0.28, atom 20 (C): -0.65, atom 21 (N): -0.49, atom 22 (H): 0.26, atom 23 (H): 0.22, atom 24 (H): 0.24, atom 25 (H): 0.25, atom 26 (H): 0.26, atom 27 (H): 0.24, atom 28 (H): 0.25, atom 29 (H): 0.26, atom 30 (H): 0.25, atom 31 (H): 0.25, atom 32 (H): 0.26, atom 33 (H): 0.25, atom 34 (H): 0.26, atom 35 (H): 0.24, atom 36 (H): 0.22, atom 37 (C): -0.68, atom 38 (C): 0.42, atom 39 (N): -0.50, atom 40 (C): -0.04, atom 41 (C): 0.06, atom 42 (N): -0.46, atom 43 (C): 0.76, atom 44 (O): -0.63, atom 45 (O): -0.54, atom 46 (C): 0.77, atom 47 (O): -0.57, atom 48 (O): -0.58, atom 49 (H): 0.24, atom 50 (H): 0.27, atom 51 (H): 0.27, atom 52 (H): 0.48, atom 53 (H): 0.53

Entry from OMol25: the ion C4H3N2O5 with charge -1 at a distorted geometry (the ωB97M-V functional and the def2-TZVPD basis).

Positions of all 14 atoms, in Å:
C 0.34732 0.29019 0.03154
C -0.98339 0.94406 0.53406
O -1.09727 2.10887 0.84516
N -2.11205 0.13856 0.45319
O -3.36416 0.21990 0.73600
O -1.68482 -1.38549 0.00249
C -2.49894 -2.40723 -0.20652
O -2.05384 -3.31537 -0.86924
N -3.76700 -2.41403 0.47226
C -4.45132 -1.57705 1.06721
O -5.34033 -1.16197 1.71049
H 0.81088 0.89716 -0.63130
H 0.12760 -0.68448 -0.43530
H 1.18362 0.26866 0.86923

Computed properties:
**Charge**: -1
**Structure (SMILES)**: CC(=O)N([O-])OC(=O)N=C=O
**Gap between HOMO and LUMO**: 0.2787 Eh
**Energy above the lowest of the compared OMol25 structures with the same formula, charge and spin**: 523.9 kJ/mol

Electronic structure analysis, natural (NBO) charges in units of e: atom 1 (C): -0.69, atom 2 (C): 0.58, atom 3 (O): -0.66, atom 4 (N): 0.15, atom 5 (O): -0.56, atom 6 (O): -0.50, atom 7 (C): 0.90, atom 8 (O): -0.62, atom 9 (N): -0.67, atom 10 (C): 0.94, atom 11 (O): -0.53, atom 12 (H): 0.20, atom 13 (H): 0.26, atom 14 (H): 0.20

Entry from OMol25: a structure of composition C19H11BrN2O6SSe2Te2Ti (the ωB97M-V functional and the def2-TZVPD basis).

Positions of all 45 atoms, in Å:
Ti 1.19544 0.18331 -0.69946
O 0.43045 -3.87195 -0.31601
C 0.60639 -2.67842 -0.16531
O 0.85797 -1.79539 -1.06986
C 0.74395 -2.10289 1.22780
C 0.55016 -2.76716 2.42514
C 0.68230 -2.03942 3.60073
C 0.99777 -0.68623 3.55637
C 1.17673 -0.10197 2.31558
N 1.05044 -0.81777 1.21141
C 1.49357 1.35693 2.02908
O 1.66054 2.12846 2.96019
O 1.54759 1.60883 0.77148
H 0.29271 -3.81657 2.40725
H 0.53088 -2.52686 4.55668
H 1.10637 -0.07777 4.44310
Se 2.07404 2.19580 -2.22585
Te 0.37673 3.89990 -2.72903
Te -0.82190 0.60010 -4.43600
Se 1.33664 0.10711 -3.35569
S 3.58926 -0.26272 -0.69162
C 3.70871 -1.98870 -0.32860
C 3.44711 -2.96017 -1.29304
C 3.54537 -4.30737 -0.98235
C 3.90771 -4.71344 0.29510
C 4.16326 -3.75438 1.26579
C 4.06321 -2.40465 0.95687
H 3.11381 -2.64648 -2.27599
H 3.30498 -5.04420 -1.73876
H 3.96885 -5.76771 0.53684
H 4.43114 -4.05548 2.27257
H 4.24828 -1.65169 1.71401
Br -6.07290 2.49908 -3.31783
C -4.52421 2.55498 -2.21446
C -4.13656 3.76369 -1.65893
N -3.06060 3.88261 -0.89289
C -2.32657 2.78966 -0.67820
C -2.67543 1.53422 -1.16095
C -3.80219 1.40951 -1.95732
C -1.89614 0.29863 -0.80397
O -2.44211 -0.77821 -0.72367
O -0.65685 0.54832 -0.47113
H -4.71698 4.66098 -1.84470
H -1.42159 2.91006 -0.09598
H -4.07527 0.44105 -2.35239

Computed properties:
**Charge**: -2
**Gap between HOMO and LUMO**: 0.1917 Eh
**Energy above the lowest of the compared OMol25 structures with the same formula, charge and spin**: 31.6 kJ/mol

Electronic structure analysis, natural (NBO) charges in units of e: atom 1 (Ti): 1.23, atom 2 (O): -0.63, atom 3 (C): 0.78, atom 4 (O): -0.72, atom 5 (C): 0.14, atom 6 (C): -0.21, atom 7 (C): -0.17, atom 8 (C): -0.22, atom 9 (C): 0.13, atom 10 (N): -0.43, atom 11 (C): 0.76, atom 12 (O): -0.65, atom 13 (O): -0.70, atom 14 (H): 0.24, atom 15 (H): 0.20, atom 16 (H): 0.23, atom 17 (Se): -0.06, atom 18 (Te): -0.39, atom 19 (Te): -0.42, atom 20 (Se): -0.06, atom 21 (S): -0.19, atom 22 (C): -0.14, atom 23 (C): -0.21, atom 24 (C): -0.20, atom 25 (C): -0.26, atom 26 (C): -0.17, atom 27 (C): -0.27, atom 28 (H): 0.23, atom 29 (H): 0.20, atom 30 (H): 0.19, atom 31 (H): 0.18, atom 32 (H): 0.21, atom 33 (Br): 0.00, atom 34 (C): -0.14, atom 35 (C): 0.01, atom 36 (N): -0.41, atom 37 (C): 0.08, atom 38 (C): -0.17, atom 39 (C): -0.15, atom 40 (C): 0.82, atom 41 (O): -0.60, atom 42 (O): -0.75, atom 43 (H): 0.18, atom 44 (H): 0.23, atom 45 (H): 0.25

Entry from OMol25: the molecule C8H18N3PSi at a distorted geometry (the ωB97M-V functional and the def2-TZVPD basis).

Positions of all 31 atoms, in Å:
C -0.44059 -1.22830 -0.26952
C -2.46457 -0.61322 -1.80884
C -2.26545 -2.88638 -0.59170
C -0.77928 -2.20321 -2.55069
C 0.69742 3.07568 0.23794
C 3.28078 1.75862 1.20033
C 0.76010 1.73362 3.11222
C -1.44600 -1.69871 -1.24410
N -0.15064 -0.00583 -0.04948
N 1.60757 -0.99237 1.16252
N 0.90932 0.21552 0.62221
Si 1.40914 1.75082 1.32755
P 0.83345 -2.26535 0.68066
H -2.49587 -0.74546 -2.81556
H -3.40387 -0.70257 -1.37194
H -1.97259 0.31751 -1.60548
H -1.82181 -3.91141 -0.82362
H -3.22710 -2.86239 -0.86324
H -2.07462 -2.76254 0.57739
H -0.40316 -1.38920 -3.02415
H -1.45596 -2.72074 -3.34308
H 0.12486 -2.77692 -2.22711
H 0.92959 4.17812 0.50545
H 1.09279 3.16086 -0.70210
H -0.46918 3.02377 0.02296
H 3.81130 2.36625 1.86049
H 3.75688 0.75563 1.23328
H 3.68079 2.12438 0.34060
H -0.24096 1.97442 3.12777
H 0.96779 0.86496 3.54045
H 1.24986 2.46445 3.73879

Computed properties:
**Spin multiplicity**: 3
**Gap between HOMO and LUMO (spin up / spin down)**: 0.2282 / 0.2478 Eh
**Expectation value of S²**: 2.014

Electronic structure analysis, natural (NBO) charges in units of e: atom 1 (C): 0.13, atom 2 (C): -0.59, atom 3 (C): -0.58, atom 4 (C): -0.58, atom 5 (C): -1.16, atom 6 (C): -1.12, atom 7 (C): -1.06, atom 8 (C): -0.15, atom 9 (N): -0.34, atom 10 (N): -0.89, atom 11 (N): -0.22, atom 12 (Si): 1.75, atom 13 (P): 0.68, atom 14 (H): 0.20, atom 15 (H): 0.21, atom 16 (H): 0.22, atom 17 (H): 0.22, atom 18 (H): 0.20, atom 19 (H): 0.21, atom 20 (H): 0.20, atom 21 (H): 0.22, atom 22 (H): 0.21, atom 23 (H): 0.25, atom 24 (H): 0.25, atom 25 (H): 0.26, atom 26 (H): 0.24, atom 27 (H): 0.27, atom 28 (H): 0.24, atom 29 (H): 0.23, atom 30 (H): 0.24, atom 31 (H): 0.24

Calculated M (g mol⁻¹), listed in the same order as above: 582.451 622.661 159.077 936.263 215.313